No. 1
# C21H25N3O4

An isolated molecule of C21H25N3O4 in a non-equilibrium geometry (ωB97M-V/def2-TZVPD, the Open Molecules 2025 dataset).

The value obtained for the HOMO energy is -8.210 eV. The value obtained for the electronic energy is -1280.4762 Ha. As for the charge: 0. The structure (SMILES) is COCCC(=O)N1CCC(C(=O)Nc2ccc(Oc3ccccc3)nc2)CC1.

```
53
Properties=species:S:1:pos:R:3:forces:R:3
C -7.1282 4.1681 -3.6355 0.00 0.03 0.03
O -6.2368 3.2285 -4.1788 0.15 0.06 -0.04
C -6.2589 1.9672 -3.5533 0.07 -0.28 0.10
C -5.5350 1.9454 -2.2009 -0.26 -0.08 -0.45
C -5.4873 0.5255 -1.6584 -0.06 0.44 0.09
O -6.0324 -0.3990 -2.2293 -0.15 -0.16 -0.35
N -4.8311 0.3443 -0.4850 0.09 -0.24 0.36
C -4.0872 1.3308 0.2577 0.28 0.26 -0.09
H -4.4230 1.2967 1.3029 0.00 0.09 -0.06
C -2.5887 1.0197 0.1987 -0.23 0.04 0.25
H -2.2511 1.0618 -0.8385 0.04 0.04 -0.04
H -2.0352 1.7674 0.7708 0.03 0.04 -0.02
C -2.3228 -0.3894 0.7467 0.14 -0.11 -0.50
C -0.8381 -0.6977 0.5623 -0.54 0.16 0.47
O -0.3925 -1.1876 -0.4483 0.16 -0.12 -0.29
N -0.0820 -0.3167 1.6323 -0.11 0.14 0.38
C 1.3067 -0.3854 1.7813 0.49 -0.03 -0.03
C 2.1680 -0.8990 0.8167 -0.63 0.01 -0.12
N 3.4785 -0.9426 0.9753 0.90 0.06 0.61
C 4.0149 -0.4859 2.0928 -1.00 -0.06 -0.20
C 3.2389 0.0440 3.1342 0.21 -0.08 -0.21
C 1.8753 0.0917 2.9671 0.08 -0.14 -0.29
H 1.2438 0.4964 3.7468 -0.03 0.04 0.08
H 3.7193 0.3976 4.0314 0.03 0.04 0.10
O 5.3416 -0.5440 2.3092 0.35 0.07 0.16
C 6.2574 -0.8984 1.3403 0.40 -0.16 -0.24
C 7.4484 -1.4361 1.8209 -0.33 0.08 0.08
C 8.4612 -1.7679 0.9426 0.01 0.00 -0.04
C 8.2962 -1.5655 -0.4178 0.09 -0.04 -0.08
C 7.1146 -1.0224 -0.8901 0.10 -0.01 0.04
C 6.0923 -0.6825 -0.0207 -0.18 0.19 0.05
H 5.1745 -0.2622 -0.3959 0.07 -0.01 -0.03
H 6.9820 -0.8559 -1.9487 -0.02 0.02 -0.08
H 9.0863 -1.8282 -1.1050 0.06 -0.02 -0.06
H 9.3812 -2.1873 1.3219 0.07 -0.03 0.04
H 7.5602 -1.5845 2.8839 0.00 -0.01 0.11
H 1.7957 -1.2887 -0.1177 -0.13 0.03 0.05
H -0.5652 0.0823 2.4259 -0.05 -0.13 -0.25
C -3.1780 -1.3977 -0.0226 -0.08 0.11 0.22
C -4.6511 -0.9997 0.0280 -0.01 -0.37 -0.16
H -5.0177 -1.0354 1.0609 -0.03 -0.02 -0.03
H -5.2519 -1.6695 -0.5883 0.05 0.07 0.18
H -2.8379 -1.4271 -1.0585 0.00 -0.04 0.01
H -3.0521 -2.3947 0.4012 0.02 -0.06 -0.04
H -2.5865 -0.4207 1.8102 0.02 0.02 0.00
H -4.2768 2.3312 -0.1257 -0.05 -0.05 0.05
H -4.5227 2.3291 -2.3434 0.00 0.08 0.09
H -6.0589 2.5847 -1.4862 0.12 0.04 0.05
H -5.7508 1.2878 -4.2409 -0.13 0.00 0.11
H -7.2907 1.6151 -3.4223 0.10 0.01 -0.07
H -7.1096 5.0293 -4.3011 -0.07 0.03 0.08
H -8.1480 3.7667 -3.5893 0.01 0.02 0.00
H -6.8304 4.4902 -2.6304 -0.03 0.01 -0.02
```
Forces are in eV/Å.

---

No. 2
# C20H44BCl4O5

A cluster of 4 separate species, C20H44BCl4O5 in total (ωB97M-V/def2-TZVPD, the Open Molecules 2025 dataset).

The value obtained for the HOMO energy is -4.763 eV. The value obtained for the electronic energy is -3030.3301 Ha. As for the charge: -1.

```
74
Properties=species:S:1:pos:R:3:forces:R:3
C -4.3057 3.7596 -1.8997 0.02 0.16 0.05
C -3.2303 3.2259 -2.8372 -0.01 0.09 0.00
Cl -3.9774 2.3597 -4.2337 -0.06 -0.09 -0.15
C -2.1615 2.3544 -2.1988 -0.01 0.15 -0.33
Cl -2.9312 1.0029 -1.3152 -0.21 -0.07 0.14
C -1.2913 3.2409 -1.3296 0.19 0.21 0.28
O -0.2903 3.8694 -2.0668 -0.07 0.18 -0.07
B 0.3136 4.7682 -1.0029 0.29 -0.40 -0.06
O 0.1233 3.9323 0.2851 -0.20 0.33 0.14
C -0.5425 2.7587 -0.0868 0.01 0.24 -0.56
C 0.6102 1.7873 -0.3138 -0.06 -0.63 0.33
Cl 0.2228 0.2863 -1.2574 0.18 0.04 -0.03
C 1.2394 1.4048 1.0196 0.05 0.01 -0.38
C 2.5875 0.7024 0.9083 -0.23 0.18 0.39
Cl 0.0693 0.4394 1.9934 -0.04 -0.17 0.22
H -5.2986 3.5594 -2.2790 -0.17 -0.11 -0.08
H -4.2083 4.8352 -1.7988 0.04 0.19 0.02
H -4.2322 3.3293 -0.9089 -0.02 -0.17 0.16
H -2.6929 4.0540 -3.2830 0.14 0.07 -0.18
H -1.5593 1.9387 -2.9964 0.17 -0.32 0.04
H -1.9290 4.0347 -0.9104 -0.36 -0.07 0.16
H -0.3413 5.8078 -0.9260 0.11 0.05 0.09
H 1.5160 4.9145 -1.2165 -0.14 0.18 -0.06
H -1.2491 2.4074 0.6607 0.08 -0.11 0.33
H 1.3713 2.2973 -0.8883 0.02 0.16 -0.25
H 1.3494 2.3418 1.5476 -0.08 0.16 0.19
H 2.6745 -0.0817 1.6480 0.04 -0.23 0.06
H 3.3710 1.4188 1.1332 0.21 0.11 -0.18
H 2.7410 0.2797 -0.0749 0.03 -0.14 -0.22
C 7.2860 -1.6352 2.7678 0.01 0.02 -0.07
C 5.8030 -1.8758 2.5355 0.01 -0.07 0.08
O 5.2849 -1.2325 1.3917 -0.06 0.07 -0.01
C 5.8593 -1.5966 0.1504 0.02 0.02 -0.09
C 5.7258 -3.0699 -0.1934 0.01 -0.04 0.08
H 7.4918 -0.5665 2.8380 0.00 0.01 0.01
H 7.5985 -2.1121 3.6977 -0.01 0.01 0.02
H 7.8986 -2.0451 1.9636 0.00 -0.04 0.02
H 5.2316 -1.4653 3.3686 -0.02 0.00 0.00
H 5.5914 -2.9517 2.5049 0.03 0.00 -0.02
H 6.9105 -1.2848 0.1085 0.00 -0.04 0.02
H 5.3233 -0.9985 -0.5868 -0.01 0.02 0.01
H 6.2640 -3.7068 0.5114 0.03 0.01 -0.03
H 6.1369 -3.2565 -1.1863 0.01 0.02 -0.02
H 4.6806 -3.3762 -0.1969 -0.07 -0.01 0.00
C -4.0446 1.7785 2.6741 0.01 -0.05 -0.11
C -5.1633 2.7851 2.4736 0.08 0.01 0.08
O -5.9348 2.5748 1.3037 -0.08 0.11 -0.02
C -6.5627 1.3151 1.1889 0.03 -0.10 -0.06
C -7.5449 1.0040 2.3069 0.01 0.07 0.04
H -3.3828 1.7615 1.8072 0.02 -0.01 0.00
H -3.4559 2.0474 3.5514 0.02 0.03 0.00
H -4.4221 0.7659 2.8267 -0.01 0.01 0.05
H -4.7417 3.7824 2.3489 0.01 0.01 -0.01
H -5.8093 2.8216 3.3605 -0.03 -0.04 -0.02
H -5.8154 0.5183 1.1029 0.01 0.01 0.03
H -7.0918 1.3533 0.2364 0.01 0.00 -0.02
H -7.0532 0.9387 3.2783 0.02 -0.04 0.00
H -8.0311 0.0462 2.1167 -0.01 -0.01 -0.02
H -8.3123 1.7773 2.3680 -0.01 0.00 0.00
C 0.1650 -6.3369 -1.6666 0.03 0.02 -0.08
C 1.2186 -5.5782 -0.8772 -0.04 0.01 0.10
O 2.2909 -5.0906 -1.6603 0.11 -0.05 -0.01
C 1.9405 -4.1768 -2.6897 -0.03 0.09 -0.07
C 1.2272 -2.9297 -2.2010 0.03 -0.10 0.09
H 0.6171 -7.1714 -2.2047 0.00 -0.01 0.00
H -0.5943 -6.7289 -0.9890 0.00 -0.02 0.02
H -0.3395 -5.6990 -2.3929 -0.03 0.02 0.03
H 1.6842 -6.2474 -0.1521 0.01 0.01 0.00
H 0.7556 -4.7648 -0.3075 -0.01 0.00 -0.04
H 1.3461 -4.6831 -3.4599 -0.03 -0.01 0.02
H 2.8896 -3.9046 -3.1529 0.02 -0.02 0.01
H 0.2658 -3.1631 -1.7424 -0.04 0.04 -0.04
H 1.0377 -2.2520 -3.0330 0.02 0.01 -0.02
H 1.8274 -2.3990 -1.4615 0.00 0.01 0.00
```
Forces are in eV/Å.

---

No. 3
# C19H44N2P2S5Ti

A structure of composition C19H44N2P2S5Ti (ωB97M-V/def2-TZVPD, the Open Molecules 2025 dataset).

As for the expectation value of S²: 2.008. The value obtained for the HOMO energy (spin up / spin down) is -12.511 / -13.791 eV. The value obtained for the electronic energy is -4382.5956 Ha. As for the charge: +2. As for the multiplicity: 3.

```
73
Properties=species:S:1:pos:R:3:forces:R:3
Ti 1.0869 -0.8665 0.1232 -0.23 0.07 -0.13
C 3.2785 -0.3186 -2.4916 0.06 -0.04 -0.04
C 4.1163 0.1466 -1.3045 0.00 0.09 -0.02
S 3.6865 -0.8372 0.1588 0.11 -0.11 0.01
C 4.1510 0.1467 1.6057 -0.01 0.06 0.06
C 3.3392 -0.3687 2.7906 0.07 -0.04 0.02
S 1.5245 -0.2862 2.6367 -0.03 0.01 0.12
C 1.2420 1.5098 2.8821 0.03 0.05 0.08
C 0.8582 2.3653 1.6691 -0.08 0.01 0.04
S 1.6651 1.7183 0.1948 0.10 0.03 0.05
C 0.7963 2.4079 -1.2215 -0.05 -0.02 -0.05
C 1.2952 1.6801 -2.4706 0.01 0.05 -0.04
S 1.4704 -0.1435 -2.3426 0.06 0.03 -0.15
H 3.4373 -1.3797 -2.6853 -0.02 0.00 0.01
H 3.5901 0.2114 -3.3925 -0.02 0.01 0.02
H 3.9554 1.2022 -1.0852 0.00 -0.01 0.01
H 5.1712 0.0011 -1.5379 0.00 -0.02 0.03
H 3.9670 1.2037 1.4132 -0.01 -0.03 -0.02
H 5.2128 0.0098 1.8107 -0.01 0.00 -0.02
H 3.6181 0.1672 3.6984 -0.01 0.00 -0.01
H 3.5542 -1.4236 2.9741 -0.02 0.01 -0.03
H 2.1545 1.8841 3.3459 0.00 -0.01 -0.02
H 0.4546 1.5866 3.6307 0.01 -0.01 -0.02
H 1.1783 3.3917 1.8492 -0.02 -0.01 -0.05
H -0.2164 2.3378 1.5014 0.02 -0.02 -0.02
H 1.0141 3.4712 -1.3261 -0.01 -0.01 0.05
H -0.2719 2.2601 -1.0726 0.04 -0.01 0.00
H 2.2749 2.0548 -2.7673 -0.01 -0.01 0.01
H 0.6169 1.8731 -3.3009 0.00 -0.01 0.03
C -2.3560 -2.6860 1.5269 0.04 -0.08 0.06
P -0.9801 -2.6736 0.3353 -0.03 0.10 0.03
C -1.8336 -2.6725 -1.2774 -0.07 0.01 -0.06
C -0.4326 -4.4278 0.4011 0.00 -0.01 0.00
C 0.6820 -4.6767 -0.6145 -0.01 0.00 0.04
P 1.9744 -3.4029 -0.3714 0.05 0.00 -0.02
C 2.7060 -3.9688 1.2062 0.04 -0.02 0.09
C 3.2615 -3.8967 -1.5652 -0.02 -0.11 -0.08
H -3.0074 -3.5385 1.3278 -0.01 0.02 0.00
H -2.9241 -1.7630 1.4484 0.00 0.00 0.00
H -1.9668 -2.7712 2.5419 0.01 0.00 0.00
H -2.5286 -3.5119 -1.3411 0.00 0.01 0.00
H -1.1185 -2.7439 -2.0985 0.01 0.02 0.03
H -2.3847 -1.7400 -1.3851 0.00 -0.02 -0.01
H -1.3038 -5.0581 0.2071 0.06 -0.03 -0.01
H -0.0918 -4.6576 1.4133 -0.01 0.03 0.00
H 0.3010 -4.6227 -1.6368 0.02 0.05 0.01
H 1.1304 -5.6652 -0.4873 -0.04 0.01 -0.01
H 2.8196 -5.0546 1.2064 0.01 0.01 -0.01
H 2.0797 -3.6846 2.0540 0.00 0.00 -0.03
H 3.6936 -3.5264 1.3389 -0.02 0.02 -0.01
H 3.5380 -4.9404 -1.4042 -0.01 0.01 0.00
H 4.1594 -3.2899 -1.4505 -0.01 0.02 0.03
H 2.8898 -3.8000 -2.5864 0.00 0.03 0.00
C -4.8815 3.1317 -2.3762 -0.04 0.03 -0.04
C -3.5289 3.3809 -1.7355 0.05 0.09 0.02
N -2.9214 2.1602 -1.1961 0.07 0.00 0.00
C -2.6748 1.7805 0.0588 0.01 0.03 -0.07
S -1.6342 0.4357 0.3287 0.04 -0.27 0.17
N -3.2117 2.3656 1.1294 0.12 0.03 -0.05
C -4.3849 3.2381 1.2579 -0.12 -0.10 -0.02
C -4.0247 4.6488 1.6832 0.00 0.05 0.00
H -5.2663 4.0570 -2.8027 -0.01 0.01 0.00
H -5.6112 2.7555 -1.6598 0.00 -0.01 0.02
H -4.8013 2.4023 -3.1824 0.01 0.00 0.00
H -3.5742 4.1259 -0.9450 -0.02 -0.02 -0.05
H -2.8287 3.7713 -2.4778 -0.04 -0.01 0.00
H -2.5296 1.5269 -1.8751 -0.03 -0.02 -0.01
H -2.8685 1.9689 1.9905 -0.03 -0.02 0.01
H -5.0299 2.7718 2.0051 0.02 0.04 -0.01
H -4.9426 3.2133 0.3251 0.02 0.04 0.05
H -3.4934 4.6432 2.6350 0.00 -0.01 0.02
H -4.9295 5.2407 1.8114 -0.02 0.01 0.00
H -3.3910 5.1495 0.9506 0.00 -0.01 -0.02
```
Forces are in eV/Å.

---

No. 4
# C2H7N3

An isolated molecule of C2H7N3 in a non-equilibrium geometry (ωB97M-V/def2-TZVPD, the Open Molecules 2025 dataset).

The value obtained for the HOMO energy is -8.671 eV. The value obtained for the electronic energy is -244.5172 Ha. As for the charge: 0. The structure (SMILES) is [H]/N=C\NNC.

```
12
Properties=species:S:1:pos:R:3:forces:R:3
C -1.7007 -0.2965 -0.2326 4.49 2.77 -5.38
C 1.9443 0.3537 -0.0161 -3.18 0.97 -2.61
H -2.3435 -0.9401 0.1625 -2.90 -2.11 2.43
H -2.2041 0.6796 -0.7721 1.30 -1.74 2.20
H -1.4186 -0.8505 -1.1817 0.02 0.50 0.83
H -0.9626 0.2348 1.5441 2.33 -1.75 -2.16
H 0.1487 1.2702 -0.2265 -0.58 3.63 -2.02
H 2.3061 1.4001 -0.6200 -0.28 -3.25 2.02
H 1.7221 -1.3865 0.4468 -1.19 -1.24 0.55
N -0.4070 -0.2287 0.6361 -6.93 -1.77 4.42
N 0.5423 0.5944 0.2982 4.24 2.14 -0.19
N 2.3728 -0.8305 -0.0387 2.68 1.84 -0.08
```
Forces are in eV/Å.

---

No. 5
# C16H18N3O2S2V

A structure of composition C16H18N3O2S2V in a non-equilibrium geometry (ωB97M-V/def2-TZVPD, the Open Molecules 2025 dataset).

As for the expectation value of S²: 3.766. The value obtained for the HOMO energy (spin up / spin down) is -3.483 / -4.339 eV. The value obtained for the electronic energy is -2675.6755 Ha. As for the charge: -1. As for the multiplicity: 4.

```
42
Properties=species:S:1:pos:R:3:forces:R:3
V 0.4112 -1.4698 0.0866 -0.74 2.64 -0.02
C 0.5269 0.1852 2.6130 0.01 0.05 -0.23
N 0.8315 0.5368 1.2065 -0.02 0.06 0.12
C -0.0960 1.5978 0.7245 0.21 -0.14 0.00
C -1.3627 1.0345 0.1190 0.04 -0.24 -0.11
N -1.0695 0.0314 -0.9365 -0.08 -0.02 0.04
C -0.4762 0.6948 -2.1062 -0.04 -0.11 0.10
C -2.2937 -0.7096 -1.2295 0.24 0.28 0.00
C -3.0346 -0.4382 -2.3735 -0.02 -0.06 0.04
C -4.2087 -1.1292 -2.6443 0.03 -0.02 0.06
C -4.6419 -2.0911 -1.7431 0.08 0.03 0.04
C -3.9059 -2.3516 -0.5964 -0.04 -0.05 0.07
C -2.7153 -1.6772 -0.2984 0.05 -0.01 0.10
S -1.7924 -2.0388 1.1610 -0.33 0.01 -0.25
C 2.2145 1.0098 1.0635 -0.32 -0.02 0.20
C 2.6487 2.0586 1.8712 0.06 -0.04 -0.03
C 3.9327 2.5644 1.7637 0.00 -0.07 -0.07
C 4.7875 1.9980 0.8202 -0.04 -0.02 0.01
C 4.3482 0.9714 0.0056 0.01 -0.01 -0.05
C 3.0418 0.4490 0.0840 0.01 -0.03 -0.14
S 2.5182 -0.8134 -1.0171 0.22 0.28 0.14
H 0.6485 1.0421 3.2833 -0.01 0.02 0.02
H 1.1988 -0.6106 2.9288 0.01 -0.04 0.01
H -0.4979 -0.1763 2.6675 -0.01 -0.02 0.01
H 0.4488 2.1965 -0.0035 -0.02 -0.01 -0.06
H -0.3644 2.2663 1.5511 0.01 0.06 0.01
H -1.9559 1.8500 -0.3149 -0.03 0.06 0.03
H -1.9575 0.5366 0.8827 -0.01 -0.02 0.01
H -1.0705 1.5619 -2.4214 0.01 0.03 -0.03
H -0.4051 -0.0124 -2.9292 0.01 -0.04 0.00
H 0.5375 1.0049 -1.8679 0.01 0.03 0.02
H -2.6929 0.3142 -3.0704 -0.01 -0.01 -0.02
H -4.7674 -0.9167 -3.5473 0.00 -0.01 0.01
H -5.5497 -2.6501 -1.9381 0.01 0.00 0.02
H -4.2363 -3.1146 0.0983 0.00 0.02 -0.01
H 1.9678 2.4907 2.5959 0.02 -0.01 -0.01
H 4.2580 3.3767 2.4018 0.01 -0.02 -0.02
H 5.8038 2.3626 0.7199 -0.01 -0.01 -0.01
H 5.0157 0.5393 -0.7308 -0.02 0.01 0.02
O 1.8773 -4.7878 1.0012 0.40 -0.39 0.48
N 1.2129 -4.4881 0.0590 -0.60 1.52 -0.30
O 0.8643 -3.1977 0.0603 0.92 -3.64 -0.21
```
Forces are in eV/Å.

---

No. 6
# C6H11N2O

A cluster of 2 separate species, C6H11N2O in total in a non-equilibrium geometry (ωB97M-V/def2-TZVPD, the Open Molecules 2025 dataset).

The value obtained for the HOMO energy is -15.176 eV. The value obtained for the electronic energy is -419.6299 Ha. As for the charge: +1.

```
20
Properties=species:S:1:pos:R:3:forces:R:3
C 0.7389 -0.6265 -1.7653 1.01 0.25 3.66
C 0.6072 2.4492 -2.1164 -0.59 -0.30 0.13
C -0.9115 0.5422 0.9836 2.45 -1.54 1.63
C -1.0668 -1.9561 0.7253 3.61 0.66 -0.33
C 1.1752 -0.6737 0.6841 0.68 -1.98 2.42
C -0.2145 -0.8005 1.3149 -1.90 -0.64 0.71
N 1.0968 -0.4876 -0.6728 -1.50 -0.79 -4.75
N 0.8030 3.4369 -1.5153 0.41 0.24 0.36
O 0.3951 1.3749 -2.5488 0.04 0.38 -0.82
H 0.2661 -0.8838 -2.6685 0.00 -0.13 -0.97
H -1.7488 0.7163 1.5483 -1.93 0.36 1.76
H -0.1283 1.2177 1.2548 -0.15 1.52 -0.40
H -1.2662 0.5433 0.0070 -0.04 0.30 -2.07
H -0.6195 -2.8388 1.0770 0.74 -1.62 0.08
H -1.1080 -1.9920 -0.3560 0.05 0.21 -0.29
H -2.0053 -2.0316 1.0823 -3.32 0.46 1.25
H 1.5714 0.1984 1.1465 1.09 0.45 0.26
H 1.7852 -1.6045 0.8263 -0.26 0.98 0.17
H -0.0390 -1.0025 2.4875 -0.37 0.71 -2.70
H 0.6689 4.4186 -1.4945 -0.02 0.47 -0.11
```
Forces are in eV/Å.